1.
Formula: C19H30LaN
Source: OMol25
Level of theory: ωB97M-V with the def2-TZVPD basis set

Geometry as XYZ:
```
51
Properties=species:S:1:pos:R:3
C 1.847 2.819 -0.178
H 2.093 3.670 0.471
H 2.331 3.003 -1.148
H 2.366 1.940 0.243
C 0.349 2.769 -0.459
H 0.108 1.855 -1.004
H -0.301 2.654 0.427
C 0.040 4.014 -1.285
H -1.016 4.237 -1.436
H 0.498 4.889 -0.823
H 0.526 3.908 -2.263
C -0.957 -2.373 -1.272
C -1.379 -1.321 -2.159
C -0.240 -0.486 -2.411
C 0.860 -1.023 -1.706
C 0.416 -2.136 -0.949
C 1.255 -2.883 0.018
C 2.277 -0.619 -1.869
C -0.143 0.642 -3.374
C -2.787 -0.880 -2.325
C -1.875 -3.125 -0.389
La -1.473 -0.501 0.212
H 2.881 -0.896 -0.994
H 2.778 -1.092 -2.731
H 2.376 0.464 -2.038
H 2.165 -2.320 0.253
H 0.728 -3.096 0.954
H 1.605 -3.853 -0.359
H -2.820 -2.582 -0.147
H -2.230 -4.039 -0.863
H -1.364 -3.436 0.529
H -2.847 0.052 -2.898
H -3.389 -1.609 -2.871
H -3.353 -0.738 -1.368
H 0.563 1.414 -3.039
H 0.223 0.306 -4.356
H -1.109 1.122 -3.555
C -1.672 0.149 6.799
C -1.371 0.079 5.333
C -0.118 0.431 4.819
C 0.131 0.362 3.461
N -0.822 -0.043 2.564
C -2.048 -0.388 3.065
C -2.342 -0.336 4.424
H -1.001 -0.495 7.381
H -1.551 1.169 7.184
H -2.702 -0.166 7.003
H 0.670 0.762 5.487
H 1.099 0.631 3.025
H -2.836 -0.715 2.345
H -3.341 -0.624 4.751
```

* largest force on an atom: 0.0353 Eh/bohr
* E_LUMO: -0.25761 Ha
* net charge: +2
* molar mass: 411.36 g/mol
* 2S+1: 1
* calculated total energy: -22525.072 eV
* gap between HOMO and LUMO: 7.91 eV

2.
Formula: H5NO
Source: OMol25
Level of theory: ωB97M-V with the def2-TZVPD basis set

Geometry as XYZ:
```
7
Properties=species:S:1:pos:R:3
H -2.039 0.682 -0.041
H -1.740 -0.805 -0.524
H 1.709 -0.660 0.615
H 1.811 0.816 -0.034
H 0.365 0.069 0.047
N 1.360 -0.071 -0.127
O -1.467 -0.031 0.064
```

* largest force on an atom: 0.0724 Eh/bohr
* E_LUMO: 0.03019 Ha
* molar mass: 35.05 g/mol
* SMILES: N.O
* 2S+1: 1
* energy above the lowest of the compared OMol25 structures with the same formula, charge and spin: 7.9 kcal/mol
* calculated total energy: -3618.579 eV
* gap between HOMO and LUMO: 10.28 eV

3.
Formula: H4OP2S
Source: OMol25
Level of theory: ωB97M-V with the def2-TZVPD basis set

Geometry as XYZ:
```
8
Properties=species:S:1:pos:R:3
O -0.060 -0.532 0.595
P -0.688 0.496 1.871
P 0.388 -0.622 -0.926
S 0.557 -2.377 -1.535
H 0.209 1.608 1.599
H -1.556 1.002 0.957
H -0.483 0.321 -1.638
H 1.632 0.103 -0.923
```

* largest force on an atom: 0.0540 Eh/bohr
* E_LUMO: 0.00530 Ha
* molar mass: 114.05 g/mol
* SMILES: PO[PH2]=S
* 2S+1: 1
* energy above the lowest of the compared OMol25 structures with the same formula, charge and spin: 8.6 kcal/mol
* calculated total energy: -31524.941 eV
* gap between HOMO and LUMO: 9.24 eV

4.
Formula: C5H5N3
Source: OMol25
Level of theory: ωB97M-V with the def2-TZVPD basis set

Geometry as XYZ:
```
13
Properties=species:S:1:pos:R:3
C 1.623 0.869 0.325
C 1.413 -0.453 0.015
C 0.088 -0.523 -0.309
C -2.020 -0.719 -0.170
C 0.573 1.618 0.399
H 2.594 1.505 0.048
H 2.384 -1.183 0.366
H -0.606 -2.563 -0.650
H -3.161 -0.948 -0.448
H 0.308 2.636 0.893
N -0.916 -1.381 -0.687
N -1.810 0.570 0.105
N -0.470 0.573 0.113
```

* largest force on an atom: 0.1423 Eh/bohr
* E_LUMO: 0.01889 Ha
* molar mass: 107.12 g/mol
* SMILES: c1cc2[nH]cnn2c1
* 2S+1: 1
* energy above the lowest of the compared OMol25 structures with the same formula, charge and spin: 95.9 kcal/mol
* calculated total energy: -9731.331 eV
* gap between HOMO and LUMO: 8.07 eV

5.
Formula: C25H42BCl6F16LiO5
Source: OMol25
Level of theory: ωB97M-V with the def2-TZVPD basis set

Geometry as XYZ:
```
96
Properties=species:S:1:pos:R:3
Li 0.686 0.095 1.629
B -0.063 1.082 0.025
H -0.369 1.701 -0.936
H -1.022 0.614 0.551
H 0.595 0.182 -0.288
H 0.584 1.717 0.741
C 3.990 -1.291 -3.885
C 3.222 -0.516 -2.828
C 1.808 -0.108 -3.222
F 1.815 0.659 -4.362
F 0.974 -1.173 -3.413
F 3.202 -1.136 -1.617
F 3.926 0.653 -2.636
O 3.312 -2.473 -4.254
C 3.412 -2.814 -5.569
C 4.833 -3.204 -6.002
F 5.668 -2.119 -6.101
F 5.345 -4.106 -5.141
F 2.645 -3.894 -5.744
F 2.961 -1.824 -6.358
H 4.974 -1.547 -3.481
H 4.140 -0.580 -4.700
H 1.357 0.517 -2.442
H 4.836 -3.602 -7.023
C -6.010 0.476 -0.663
C -6.169 -0.496 -1.822
C -7.593 -1.054 -1.900
F -7.990 -1.708 -0.778
F -8.486 -0.036 -2.122
F -5.859 0.086 -3.022
F -5.315 -1.572 -1.688
O -4.722 1.047 -0.766
C -4.311 1.665 0.377
C -3.115 2.543 0.035
F -3.514 3.392 -0.954
F -2.713 3.267 1.103
F -5.304 2.453 0.870
F -4.022 0.728 1.303
H -6.138 -0.060 0.278
H -6.762 1.258 -0.766
H -7.653 -1.729 -2.762
H -2.247 1.994 -0.336
C -1.106 2.195 4.833
C 0.190 1.723 5.487
C 0.992 1.045 4.370
O 0.038 0.839 3.332
C -0.924 1.910 3.329
H -1.281 3.250 5.053
H -1.983 1.674 5.210
H -0.047 1.002 6.269
H 0.803 2.518 5.913
H 1.372 0.062 4.659
H 1.864 1.613 4.030
H -1.829 1.458 2.932
H -0.612 2.721 2.675
C 4.812 -0.304 2.602
C 4.833 1.007 1.812
C 3.380 1.190 1.382
O 2.647 0.028 1.826
C 3.593 -1.021 2.063
H 4.561 -0.085 3.648
H 5.740 -0.871 2.598
H 5.505 0.904 0.960
H 5.201 1.768 2.497
H 3.251 1.349 0.314
H 2.960 2.085 1.849
H 3.818 -1.516 1.112
H 3.192 -1.745 2.772
C 0.778 -3.955 2.522
C -0.618 -3.579 3.036
C -0.673 -2.095 2.748
O 0.239 -1.844 1.678
C 0.882 -3.059 1.277
H 0.797 -5.011 2.253
H 1.554 -3.734 3.257
H -0.746 -3.864 4.081
H -1.379 -4.148 2.496
H -0.302 -1.510 3.598
H -1.666 -1.692 2.554
H 1.920 -2.896 1.012
H 0.291 -3.554 0.507
C -1.956 2.898 -3.308
Cl -0.922 3.018 -4.745
Cl -2.559 1.229 -3.154
H -1.357 3.149 -2.446
H -2.799 3.562 -3.439
C -2.073 -1.765 -1.378
Cl -2.841 -2.186 0.190
Cl -1.101 -3.140 -1.971
H -2.879 -1.646 -2.087
H -1.440 -0.906 -1.199
C 0.571 4.435 -0.057
Cl 1.916 5.356 0.647
Cl -0.504 5.478 -0.978
H 0.984 3.642 -0.669
H 0.006 3.929 0.717
```

* largest force on an atom: 0.0359 Eh/bohr
* E_LUMO: 0.00184 Ha
* molar mass: 957.04 g/mol
* 2S+1: 1
* energy above the lowest of the compared OMol25 structures with the same formula, charge and spin: 0.0 kcal/mol
* calculated total energy: -156340.329 eV
* gap between HOMO and LUMO: 10.04 eV

6.
Formula: C6H6N4S
Source: OMol25
Level of theory: ωB97M-V with the def2-TZVPD basis set

Geometry as XYZ:
```
17
Properties=species:S:1:pos:R:3
C 2.666 1.176 1.666
C 0.477 0.335 0.267
C 0.148 -1.923 0.539
C -1.302 -0.861 -0.752
C -2.278 0.777 -1.834
C -0.648 0.359 -0.561
H 3.309 2.030 1.945
H 3.285 0.404 1.152
H 2.234 0.767 2.582
H 0.479 -2.840 1.000
H -2.988 -1.226 -1.892
H -3.032 1.263 -2.441
N 0.862 -0.821 0.804
N -0.937 -2.037 -0.221
N -2.349 -0.580 -1.584
N -1.300 1.372 -1.248
S 1.371 1.804 0.578
```

* largest force on an atom: 0.0504 Eh/bohr
* E_LUMO: 0.02397 Ha
* molar mass: 166.21 g/mol
* SMILES: CSc1ncnc2[nH]cnc12
* 2S+1: 1
* energy above the lowest of the compared OMol25 structures with the same formula, charge and spin: 0.0 kcal/mol
* calculated total energy: -23115.488 eV
* gap between HOMO and LUMO: 9.20 eV

> calculated total energy of number 2 (H5NO)?

-3618.579 eV

> What is the molar mass in the fifth record?

957.04 g/mol

> Which value of molar mass does entry 4 give?

107.12 g/mol